{"formula": "C25H44F2NO25PdS2", "method": "ωB97M-V with the def2-TZVPD basis set", "energy_ev": -109891.479, "mol_weight_g_mol": 967.16, "charge": 1, "s_squared": 2.003, "e_homo_ev": [-12.221, -12.221], "orbital_gap_ev": [8.143, 4.905], "multiplicity": 3, "max_force_ev_per_a": 6.1, "species": ["Pd", "N", "S", "O", "O", "F", "S", "O", "O", "F", "C", "C", "O", "C", "O", "O", "H", "H", "H", "H", "C", "C", "O", "C", "O", "O", "H", "H", "H", "H", "C", "C", "O", "C", "O", "O", "H", "H", "H", "H", "C", "C", "O", "C", "O", "O", "C", "H", "H", "H", "H", "H", "H", "H", "H", "C", "C", "O", "C", "O", "O", "C", "H", "H", "H", "H", "H", "H", "H", "H", "C", "C", "O", "C", "O", "O", "C", "H", "H", "H", "H", "H", "H", "H", "H", "C", "C", "O", "C", "O", "O", "C", "H", "H", "H", "H", "H", "H", "H", "H"], "coordinates": [[-2.1562, 1.6267, 0.2346], [-0.6459, 0.1789, 0.4013], [0.4476, -0.3039, 1.4476], [1.8057, -0.3354, 0.9679], [0.0207, -1.2803, 2.4076], [0.5143, 1.0066, 2.3528], [-0.6482, -1.2147, -0.5924], [-1.1083, -2.3899, 0.0676], [0.4353, -1.3124, -1.5079], [-1.9105, -0.8335, -1.4952], [-0.1245, -3.2780, -5.8191], [0.4086, -3.5489, -4.4011], [1.6788, -4.1471, -4.6428], [2.0258, -4.0191, -5.9475], [3.1173, -4.2229, -6.3728], [0.9963, -3.4751, -6.6425], [-0.6171, -2.3168, -5.9346], [-0.8400, -4.0780, -6.0346], [-0.2174, -4.2517, -3.8570], [0.4564, -2.6129, -3.8429], [0.0538, -0.7457, 5.7387], [1.0580, 0.3457, 6.1659], [0.7890, 0.4948, 7.5605], [-0.2416, -0.3134, 7.9370], [-0.6821, -0.3405, 9.0325], [-0.6748, -1.0530, 6.9124], [0.5676, -1.6026, 5.3119], [-0.6228, -0.3705, 4.9719], [0.8584, 1.2744, 5.6360], [2.0879, 0.0264, 6.0362], [4.3590, -1.8070, -0.7798], [3.9319, -1.7583, -2.2577], [5.0266, -2.3249, -2.9358], [5.9961, -2.7097, -2.0669], [7.0353, -3.1881, -2.3607], [5.6027, -2.5184, -0.7853], [3.7305, -2.3799, -0.1066], [4.4710, -0.7604, -0.4922], [3.7389, -0.7389, -2.5867], [3.0084, -2.3395, -2.3236], [-4.4602, 1.7189, -5.3579], [-5.1658, 1.1709, -4.1226], [-4.3015, 1.3395, -2.9796], [-4.5532, 0.7587, -1.8441], [-3.9114, 0.9914, -0.8395], [-5.5278, -0.1123, -1.9250], [-6.0001, -0.7038, -0.7038], [-5.1594, 1.5948, -6.1831], [-3.5115, 1.2294, -5.5561], [-4.3397, 2.7911, -5.1976], [-5.3917, 0.1134, -4.2457], [-6.1043, 1.7099, -3.9963], [-7.0758, -0.8507, -0.6406], [-5.8089, -0.0267, 0.1305], [-5.4669, -1.6441, -0.5842], [1.7755, 6.2417, -1.0160], [1.5124, 5.7659, 0.3968], [0.3506, 4.8915, 0.3343], [0.0488, 4.1103, 1.3453], [-0.7902, 3.2559, 1.2059], [0.7352, 4.3974, 2.4285], [0.2484, 3.8419, 3.6551], [0.8274, 6.6295, -1.3889], [2.1083, 5.4203, -1.6544], [2.5696, 6.9775, -1.1196], [1.2275, 6.6087, 1.0251], [2.3488, 5.2226, 0.8301], [0.7726, 4.3050, 4.4869], [0.4179, 2.7682, 3.6728], [-0.8048, 4.0878, 3.7949], [-1.9776, -4.9168, 3.9904], [-1.0102, -3.7555, 4.1283], [0.0766, -4.0609, 5.0106], [1.3136, -4.3385, 4.6399], [2.2258, -4.3982, 5.3990], [1.3704, -4.6071, 3.3242], [2.6615, -4.7238, 2.7429], [-1.3782, -5.7857, 3.7078], [-2.6620, -4.6892, 3.1740], [-2.4913, -5.1757, 4.9126], [-1.4985, -2.9255, 4.6411], [-0.6116, -3.4520, 3.1644], [2.5168, -4.6712, 1.6652], [3.0632, -5.7132, 2.9685], [3.3530, -3.9505, 3.0724], [2.8973, 2.5035, -1.1253], [1.4626, 2.0920, -1.3779], [0.8012, 3.1092, -2.1458], [-0.4936, 3.2037, -2.1438], [-1.2864, 2.4976, -1.5293], [-0.8339, 4.1464, -2.9862], [-2.2112, 4.4285, -3.2053], [3.4393, 1.5988, -0.8458], [2.9876, 3.2211, -0.3146], [3.3131, 2.8078, -2.0861], [0.9759, 1.8380, -0.4377], [1.4421, 1.1677, -1.9610], [-2.6382, 4.8354, -2.2853], [-2.7784, 3.5386, -3.4762], [-2.3306, 5.1891, -3.9691]], "forces_ev_per_a": [[0.8, 1.0, -0.6], [0.0, -2.3, -1.8], [3.4, 0.7, 5.0], [-1.6, -0.4, -0.7], [-0.1, 0.5, -1.4], [-0.7, 0.3, -0.5], [-2.0, -1.4, -1.9], [0.5, 0.9, 0.3], [-0.1, 0.8, 0.5], [0.6, 0.6, 0.4], [-0.7, -1.5, 0.8], [-0.3, 0.3, -0.4], [-0.1, 0.1, 0.4], [0.8, 1.0, 0.2], [-0.8, -0.3, 0.0], [0.4, 0.3, -0.6], [0.4, 0.2, -0.3], [-0.2, 0.3, -0.3], [0.0, 0.0, 0.0], [0.6, -0.1, 0.2], [0.4, 0.5, -0.7], [-0.5, -0.6, 0.3], [-0.1, 0.1, -0.3], [0.5, 0.4, 0.3], [-0.2, 0.0, 0.3], [-0.1, -0.4, -0.5], [-0.1, -0.3, 0.4], [-0.2, 0.0, 0.1], [0.2, 0.2, 0.2], [0.1, 0.1, 0.0], [0.4, 0.2, -0.2], [-0.7, -0.6, 1.2], [0.1, 0.0, -0.4], [0.0, -0.3, 0.3], [0.1, 0.0, -0.4], [-0.3, 0.8, -0.3], [-0.4, 0.4, -0.1], [0.3, -0.3, 0.8], [0.2, 0.0, -0.2], [0.2, -0.2, -0.8], [-0.6, 0.3, 0.9], [-0.1, -0.5, -1.2], [0.6, 0.7, 0.2], [-0.7, -0.6, -1.5], [0.5, 0.3, 1.6], [-0.7, 0.3, 0.3], [0.4, -0.1, 1.2], [0.2, -0.1, -0.2], [0.0, 0.0, -0.1], [0.3, 0.0, -0.3], [0.0, 0.0, 0.1], [0.1, 0.0, 0.4], [0.0, 0.0, -1.1], [0.4, -0.2, -0.1], [-0.1, 0.0, 0.2], [-0.2, -0.6, -0.3], [0.2, 0.7, -0.1], [0.1, -0.4, -0.5], [1.1, 1.4, -0.4], [-1.5, -1.5, 0.6], [-0.3, 0.0, 0.1], [-0.3, -0.3, 0.8], [0.2, 0.2, -0.3], [-0.3, -0.1, 0.0], [-0.2, 0.3, 0.5], [0.2, -0.1, 0.2], [0.0, 0.0, 0.1], [0.3, 0.1, -0.3], [-0.1, 0.1, 0.0], [0.0, -0.2, -0.2], [0.9, -0.3, -0.2], [-0.2, 0.0, 0.2], [-0.3, 0.1, 1.0], [-0.5, -0.6, -1.0], [0.6, 0.2, 0.4], [-0.2, 0.5, -0.2], [0.3, -0.7, -0.2], [-0.2, -0.1, -0.2], [-0.2, -0.1, 0.1], [-0.1, 0.2, 0.0], [0.0, 0.2, -0.3], [-0.2, 0.1, 0.0], [-0.1, 0.1, 0.0], [0.2, 0.2, 0.1], [-0.1, 0.0, 0.1], [-0.3, -0.7, -0.5], [0.5, -1.1, 0.4], [0.0, 0.1, 0.4], [0.5, 0.3, -0.5], [-0.7, -0.2, 0.1], [0.1, 0.1, -0.3], [-1.0, 0.0, 0.8], [0.0, 0.1, 0.2], [0.1, 0.3, -0.3], [0.2, 0.5, 0.3], [-0.4, 0.5, -0.1], [-0.1, 0.1, -0.1], [0.0, -0.1, 0.0], [0.2, -0.1, 0.0], [0.5, -0.1, -0.1]], "lowdin_charge": [1.28, -0.39, 0.49, -0.23, -0.23, -0.18, 0.55, -0.21, -0.23, -0.18, -0.13, -0.12, 0.06, -0.55, 0.18, 0.07, 0.13, 0.13, 0.13, 0.10, -0.12, -0.10, 0.06, -0.57, 0.18, 0.09, 0.11, 0.11, 0.11, 0.13, -0.11, -0.13, 0.08, -0.56, 0.19, 0.07, 0.12, 0.11, 0.12, 0.12, -0.04, -0.18, 0.07, -0.59, -0.01, 0.04, 0.02, 0.09, 0.09, 0.07, 0.13, 0.14, 0.11, 0.10, 0.11, -0.04, -0.17, 0.05, -0.60, 0.03, 0.03, 0.00, 0.09, 0.07, 0.09, 0.13, 0.12, 0.11, 0.07, 0.11, -0.05, -0.22, 0.03, -0.62, 0.16, -0.03, -0.03, 0.08, 0.08, 0.08, 0.12, 0.09, 0.09, 0.10, 0.10, -0.02, -0.19, 0.08, -0.57, 0.00, 0.06, 0.00, 0.08, 0.07, 0.10, 0.08, 0.13, 0.11, 0.08, 0.11]}